Computed, not measured: the molecule C18H16N2O3, with ωB97M-V/def2-TZVPD.

Each line ends with the Mulliken charge.
Cartesian coordinates (Å):
C (-2.7694, -3.9808, 0.8073)  -1.16
C (-1.7274, -3.2130, 0.0076)  -0.26
H (-1.5434, -3.6813, -0.9611)  0.35
H (-0.7913, -3.1442, 0.5719)  0.32
O (-2.1755, -1.8930, -0.3019)  -0.30
C (-1.9886, -0.9509, 0.6262)  0.39
O (-1.4676, -1.1513, 1.6960)  -0.58
C (-2.4971, 0.3683, 0.1476)  0.56
C (-3.6449, 0.3964, -0.6404)  -0.66
C (-4.1562, 1.5978, -1.0931)  -0.61
C (-3.5156, 2.7818, -0.7680)  -0.59
C (-2.3692, 2.7591, 0.0071)  -0.98
C (-1.8456, 1.5639, 0.4828)  0.89
C (-0.5911, 1.5698, 1.3041)  -1.22
C (0.6250, 1.0147, 0.6102)  0.72
N (1.7598, 1.1444, 1.1923)  -0.66
C (2.8705, 0.6022, 0.5988)  0.32
C (4.1105, 0.7396, 1.2330)  -0.34
C (5.2386, 0.1926, 0.6667)  -0.32
C (5.1658, -0.5031, -0.5400)  -0.58
C (3.9562, -0.6480, -1.1797)  -0.64
C (2.8011, -0.0979, -0.6208)  0.11
C (1.5107, -0.2306, -1.2852)  0.45
O (1.2858, -0.7988, -2.3333)  -0.71
N (0.4743, 0.3876, -0.5914)  0.08
H (-0.4406, 0.3340, -1.0268)  0.17
H (3.8683, -1.1796, -2.1153)  0.47
H (6.0609, -0.9267, -0.9700)  0.40
H (6.1930, 0.3007, 1.1611)  0.39
H (4.1497, 1.2774, 2.1668)  0.46
H (-0.7371, 0.9604, 2.2004)  0.26
H (-0.3507, 2.5824, 1.6319)  0.55
H (-1.8706, 3.6855, 0.2523)  0.41
H (-3.9071, 3.7244, -1.1200)  0.40
H (-5.0493, 1.6104, -1.6987)  0.41
H (-4.1329, -0.5332, -0.8882)  0.51
H (-3.7111, -4.0173, 0.2647)  0.29
H (-2.4196, -4.9945, 0.9794)  0.40
H (-2.9318, -3.4970, 1.7677)  0.31

E_HOMO   -8.50 eV
Structure (SMILES)   CCOC(=O)c1ccccc1Cc1nc2ccccc2c(=O)[nH]1
LUMO   0.01215 Ha
Energy above the lowest of the compared OMol25 structures with the same formula, charge and spin   8.6 kJ/mol
Frontier orbital gap   0.3245 hartree
DFT total energy   -1030.823821 a.u.
Multiplicity   1

Computed, not measured: a structure of composition C18H16N2O8S2V, with ωB97M-V/def2-TZVPD.

Each line ends with the Mulliken charge.
Cartesian coordinates (Å):
V (-0.0672, 0.4206, -0.4414)  0.76
C (2.2176, -1.6185, 2.2303)  -1.33
C (1.5209, -1.4604, 0.9202)  1.24
O (1.3179, -0.2252, 0.5449)  -0.67
C (1.1457, -2.5274, 0.1415)  -1.29
C (0.6731, -2.3797, -1.1842)  1.31
C (0.7016, -3.5221, -2.1465)  -1.45
N (0.2990, -1.1868, -1.5858)  0.53
N (0.1476, -0.9663, -2.9291)  -0.87
C (0.1362, 0.3206, -3.1223)  0.95
O (0.2929, 1.1490, -2.1079)  -0.63
C (-0.0530, 0.9045, -4.4580)  0.42
C (-0.4139, 2.2451, -4.5590)  -0.48
C (-0.6185, 2.8044, -5.8111)  -0.66
C (-0.4590, 2.0331, -6.9532)  -0.38
C (-0.0994, 0.6947, -6.8488)  -0.63
C (0.1006, 0.1268, -5.6030)  -0.38
H (3.1365, -1.0315, 2.2297)  0.33
H (1.5762, -1.2224, 3.0194)  0.31
H (2.4461, -2.6602, 2.4377)  0.38
H (1.3856, -3.5191, 0.4942)  0.32
H (0.8863, -4.4580, -1.6252)  0.43
H (-0.2385, -3.5721, -2.6938)  0.35
H (1.4883, -3.3594, -2.8843)  0.30
H (-0.5487, 2.8284, -3.6572)  0.45
H (-0.9068, 3.8439, -5.8931)  0.41
H (-0.6176, 2.4740, -7.9290)  0.38
H (0.0248, 0.0949, -7.7409)  0.39
H (0.3771, -0.9141, -5.5032)  0.45
O (-3.4294, -1.2815, 0.2798)  -0.67
S (-2.5222, -0.1888, 0.3486)  1.74
O (-1.9708, 0.2689, -0.9796)  -0.58
O (-1.2714, -0.4211, 1.1164)  -0.54
C (-3.3687, 1.1950, 1.0597)  0.35
C (-4.5562, 0.8719, 1.7034)  -0.59
C (-5.2930, 1.8552, 2.3445)  -0.62
C (-4.8393, 3.1604, 2.3437)  -0.61
C (-3.6542, 3.4876, 1.7002)  -0.67
C (-2.9058, 2.5190, 1.0481)  -0.25
S (-1.4661, 3.1602, 0.1825)  1.56
O (-1.8157, 3.2263, -1.2054)  -0.62
O (-1.1068, 4.3681, 0.8580)  -0.72
O (-0.4033, 2.1014, 0.4382)  -0.51
H (-4.8940, -0.1539, 1.6902)  0.50
H (-6.2174, 1.5936, 2.8412)  0.39
H (-5.4048, 3.9355, 2.8437)  0.40
H (-3.2865, 4.5036, 1.6988)  0.50

E_HOMO (alpha / beta)   -8.79 / -8.80 eV
LUMO (alpha / beta)   -0.06812 / -0.03346 Ha
Energy above the lowest of the compared OMol25 structures with the same formula, charge and spin   0.3 kJ/mol
Frontier orbital gap (alpha / beta)   0.2549 / 0.2898 hartree
DFT total energy   -3147.443104 a.u.
Multiplicity   2

Computed, not measured: the molecule C18H16N8O2S in a non-equilibrium geometry, with ωB97M-V/def2-TZVPD.

Each line ends with the Mulliken charge.
Cartesian coordinates (Å):
O (-0.1328, -3.5654, -2.0936)  -0.65
O (1.8874, -1.6116, -5.9274)  -0.64
N (-1.0160, 1.8660, 6.4202)  -0.59
N (-0.8531, 0.5986, 6.2305)  -0.39
N (-0.4257, 3.7495, 5.0303)  -0.55
N (-2.9932, -1.8307, -1.3360)  -0.52
S (-3.6382, -1.3206, 0.1267)  -0.06
C (-0.9113, -2.6428, -2.3388)  0.36
C (0.7290, -1.5838, -5.5874)  0.51
C (-0.6930, 2.5086, 5.2587)  0.00
C (-1.7302, -2.1989, -1.1868)  0.40
C (-0.2012, 4.0160, 3.7026)  -0.35
C (-0.0353, 3.1190, 2.6129)  -0.17
C (-0.5402, 1.4788, 4.2720)  1.72
C (-0.6159, 0.3101, 4.8614)  -0.71
C (0.0450, -2.3597, 0.9303)  -0.43
C (0.2690, -1.9532, 2.2380)  -0.75
C (-1.8999, -1.0164, 2.3471)  0.09
C (-2.1267, -1.3235, 1.0278)  0.26
C (-1.1465, -1.9759, 0.1951)  -0.21
C (-0.6824, -1.3071, 3.0329)  0.20
N (-0.2751, 1.8231, 2.9499)  0.04
N (-0.5222, -1.0102, 4.3692)  -0.22
N (-0.0616, -0.4660, -5.7634)  0.04
N (-0.8983, -2.2287, -3.7102)  0.25
C (0.4587, 0.6252, -6.5820)  -0.93
C (0.2039, -2.6044, -4.6312)  -0.60
C (-1.4905, -0.6608, -5.5070)  -0.63
C (-1.8910, -1.2993, -4.2083)  -0.54
H (0.0570, 5.0360, 3.5123)  0.38
H (0.0887, 3.5914, 1.6141)  0.35
H (0.7245, -2.9103, 0.3561)  0.56
H (1.3942, -2.1324, 2.5595)  0.19
H (-2.6875, -0.5299, 2.9739)  0.38
H (-0.4800, 1.2709, 2.1475)  0.17
H (0.0282, -1.5373, 4.9645)  0.30
H (1.5147, 0.7902, -6.4096)  0.30
H (0.2446, 0.2105, -7.5853)  0.37
H (-0.1240, 1.5363, -6.4489)  0.30
H (-0.1441, -3.4746, -5.2508)  0.22
H (1.0473, -2.9217, -4.0249)  0.38
H (-1.9405, 0.3444, -5.6998)  0.36
H (-2.0517, -1.2584, -6.3514)  0.21
H (-2.9025, -1.6478, -4.2932)  0.23
H (-1.9586, -0.4730, -3.4543)  0.36

E_HOMO   -7.95 eV
Structure (SMILES)   CN1CCN(C(=O)c2nsc3cc(Nc4nnc5ncc[nH]c4-5)ccc23)CC1=O
LUMO   -0.04151 Ha
Energy above the lowest of the compared OMol25 structures with the same formula, charge and spin   168.5 kJ/mol
Frontier orbital gap   0.2506 hartree
DFT total energy   -1682.120887 a.u.
Multiplicity   1

Computed, not measured: a structure of composition C18H17BCeCl2F2N2P in a non-equilibrium geometry, with ωB97M-V/def2-TZVPD.

Each line ends with the Mulliken charge.
Cartesian coordinates (Å):
Ce (1.6596, -1.5321, -0.6276)  1.52
N (-1.3081, 0.2555, -0.8770)  -0.08
P (0.1822, 0.9991, -0.4494)  0.20
C (0.1273, 1.1918, 1.3441)  0.76
C (1.3520, 1.4506, 1.9671)  -0.56
C (1.4178, 1.5897, 3.3445)  -0.77
C (0.2635, 1.4568, 4.1036)  -0.48
C (-0.9542, 1.1901, 3.4900)  -0.74
C (-1.0265, 1.0562, 2.1136)  -0.22
C (0.1099, 2.5326, -1.3413)  0.44
C (1.0692, 2.7730, -2.3260)  -0.32
C (1.0314, 3.9608, -3.0399)  -0.69
C (0.0428, 4.8961, -2.7665)  -0.48
C (-0.9096, 4.6589, -1.7825)  -0.73
C (-0.8764, 3.4815, -1.0609)  -0.27
C (-1.6841, -1.0278, -0.5715)  0.84
C (-3.0115, -1.4381, -0.7747)  -0.84
C (-3.3744, -2.7036, -0.3925)  -0.42
C (-2.4250, -3.5543, 0.1872)  -0.84
C (-1.1359, -3.1119, 0.3027)  -0.20
N (-0.7453, -1.8656, -0.0901)  -0.04
H (-1.9813, 0.8064, -1.3945)  0.28
H (2.2553, 1.5931, 1.3765)  0.47
H (2.3614, 1.8096, 3.8234)  0.44
H (0.3110, 1.5651, 5.1781)  0.43
H (-1.8478, 1.0945, 4.0902)  0.44
H (-1.9790, 0.8546, 1.6396)  0.42
H (1.8353, 2.0382, -2.5431)  0.30
H (1.7690, 4.1556, -3.8047)  0.43
H (0.0156, 5.8241, -3.3210)  0.41
H (-1.6670, 5.4012, -1.5749)  0.43
H (-1.5998, 3.3071, -0.2729)  0.40
H (-3.7270, -0.7482, -1.2002)  0.46
H (-4.3939, -3.0391, -0.5258)  0.45
H (-2.6898, -4.5452, 0.5238)  0.46
H (-0.3658, -3.7409, 0.7337)  0.35
F (0.7683, -1.1685, -3.0374)  -0.15
B (2.0071, -1.7615, -3.0022)  0.01
F (1.7801, -3.0751, -2.5679)  -0.24
Cl (3.8601, -5.6229, 2.6427)  -0.01
C (3.5899, -5.5078, 0.9715)  -0.33
Cl (2.4743, -3.9526, 0.5692)  -0.17
H (2.9518, -6.2800, 0.5583)  0.33
H (4.4677, -5.2669, 0.3843)  0.32

Total charge   +2
E_HOMO (alpha / beta)   -14.46 / -14.50 eV
LUMO (alpha / beta)   -0.25423 / -0.25050 Ha
Energy above the lowest of the compared OMol25 structures with the same formula, charge and spin   130.5 kJ/mol
Frontier orbital gap (alpha / beta)   0.2771 / 0.2824 hartree
DFT total energy   -2766.577236 a.u.
Multiplicity   2

Computed, not measured: a structure of composition C18H17Br4N4O9P2RuS in a non-equilibrium geometry, with ωB97M-V/def2-TZVPD.

Each line ends with the Mulliken charge.
Cartesian coordinates (Å):
Ru (0.1906, 0.4110, -0.2404)  1.67
C (3.5622, -0.4226, 3.1633)  -0.75
N (3.8344, -0.5641, 1.7338)  0.18
C (5.0437, -0.3393, 1.0910)  -0.55
C (4.8389, -0.5177, -0.2224)  -0.38
N (3.4953, -0.8579, -0.3773)  0.36
C (2.8809, -0.9029, 0.8404)  0.20
S (1.3011, -1.3561, 1.2088)  -0.42
C (2.8403, -1.0031, -1.6396)  0.36
C (3.1811, -2.0467, -2.4767)  -0.53
C (2.5859, -2.0912, -3.7281)  -0.42
C (1.7052, -1.0872, -4.0887)  -0.81
C (1.4212, -0.0957, -3.1662)  -0.38
N (1.9656, -0.0571, -1.9500)  -0.21
H (4.4394, 0.0087, 3.6388)  0.31
H (3.3407, -1.3926, 3.6056)  0.30
H (2.7004, 0.2279, 3.3054)  0.27
H (5.9347, -0.0616, 1.6264)  0.44
H (5.4992, -0.4067, -1.0653)  0.46
H (3.8831, -2.8002, -2.1423)  0.47
H (2.8044, -2.9064, -4.4062)  0.43
H (1.2260, -1.0802, -5.0586)  0.45
H (0.7171, 0.6983, -3.3897)  0.52
C (-2.1212, 0.3965, 4.1694)  -1.86
C (-2.1135, 1.4623, 3.0814)  0.95
O (-3.0951, 2.4447, 3.4132)  -0.62
P (-2.5861, 0.7017, 1.4867)  0.77
O (-2.6988, 1.9781, 0.5567)  -0.59
O (-4.1121, 0.2327, 1.6425)  -0.52
O (-1.7495, -0.4173, 0.9624)  -0.67
P (-0.4050, 2.2056, 2.9434)  0.58
O (-0.7777, 3.7278, 2.4228)  -0.67
O (0.2486, 2.2913, 4.2661)  -0.86
O (0.2602, 1.5042, 1.7949)  -0.27
H (-3.1416, 0.0478, 4.3411)  0.45
H (-1.7286, 0.8246, 5.0892)  0.43
H (-1.4864, -0.4451, 3.8838)  0.37
H (-3.0062, 3.1762, 2.7904)  0.44
H (-2.5624, 1.7561, -0.3937)  0.39
H (-4.1685, -0.6964, 1.9023)  0.37
H (-0.7154, 4.3120, 3.1917)  0.28
Br (-4.0843, -4.0846, -4.1076)  -0.15
C (-3.3300, -2.5626, -3.3035)  0.33
C (-4.0500, -1.3180, -3.3220)  0.34
Br (-5.7513, -1.2393, -4.1086)  -0.14
C (-3.5023, -0.1876, -2.7703)  -0.25
Br (-4.3817, 1.4765, -2.7806)  -0.11
C (-2.2206, -0.2160, -2.1486)  0.20
O (-1.6598, 0.8080, -1.6575)  -0.79
C (-1.5127, -1.4979, -2.0664)  0.31
O (-0.4171, -1.5433, -1.4710)  -0.29
C (-2.1044, -2.6419, -2.7044)  -0.21
Br (-1.0840, -4.2197, -2.6520)  -0.12
N (0.2227, 3.5576, -0.3266)  -0.04
C (0.6506, 2.5193, -0.5980)  -0.31
H (-0.2071, 4.2904, 0.2106)  0.28

E_HOMO (alpha / beta)   -7.68 / -8.02 eV
LUMO (alpha / beta)   0.00200 / -0.06414 Ha
Energy above the lowest of the compared OMol25 structures with the same formula, charge and spin   0.0 kJ/mol
Frontier orbital gap (alpha / beta)   0.2842 / 0.2307 hartree
DFT total energy   -13064.330009 a.u.
Multiplicity   6